{"formula": "CH2Br3PS", "method": "the ωB97M-V functional and the def2-TZVPD basis", "max_force_ev_per_a": 4.7, "total_charge": 0, "de_lowest_ev": 3.214, "lumo_energy_ev": [-4.01, -4.01], "gap_ha": [0.206, 0.206], "species": ["C", "P", "S", "Br", "Br", "Br", "H", "H"], "positions_angstrom": [[0.92820, 0.11133, 0.06208], [-0.49949, -0.86191, 0.11561], [-0.17338, -2.74827, 0.65318], [0.28099, 3.11233, -0.67419], [-1.74378, 0.29111, 1.54334], [-1.49703, -0.59904, -1.93287], [1.35885, 0.35316, 1.03219], [1.34565, 0.34130, -0.79934]], "forces_ev_per_a": [[-1.7636, 1.3801, 3.6439], [-2.1666, -1.7955, -0.1675], [0.0181, 2.1128, -0.6555], [0.2798, -1.8545, 0.5052], [0.2240, -0.3965, -0.4794], [0.7183, -0.1135, 1.4247], [0.2188, -0.0618, -0.3162], [2.4711, 0.7290, -3.9552]]}